C13H23N2NiO2P | ωB97M-V/def2-TZVPD

Computed properties:
HOMO level (spin up / spin down) ... -7.45 / -7.42 eV
Kohn-Sham gap (spin up / spin down) ... 7.683 / 6.180 eV
Energy relative to the best compared isomer or geometry (same formula, charge and spin) ... 0.000 eV
E_LUMO (spin up / spin down) ... 0.00863 / -0.04565 Eh

The geometry in ORCA input format:
```
! wB97M-V def2-TZVPD RIJCOSX def2/J DEFGRID3
* xyz 0 3
C -2.734 0.319 -2.629
C -2.541 -0.890 -1.984
C -1.768 -0.976 -0.814
C -1.186 0.182 -0.309
C -1.446 1.415 -0.906
C -2.219 1.484 -2.073
C -1.592 -2.299 -0.110
C -0.166 -2.815 0.070
N 0.877 -1.774 0.255
Ni 0.164 0.124 1.102
C -0.781 2.625 -0.297
P 0.823 1.999 0.339
H -2.970 -1.805 -2.383
H -2.369 2.459 -2.537
H -3.306 0.369 -3.548
H -1.325 3.009 0.576
H -0.614 3.461 -0.988
H -2.046 -2.238 0.889
H -2.142 -3.068 -0.662
H -0.148 -3.448 0.964
C 1.529 3.327 1.317
C 1.813 2.054 -1.175
H 0.134 -3.437 -0.789
C 1.458 -1.338 -1.035
C 1.951 -2.302 1.126
H 0.078 1.199 2.375
H 1.947 -2.189 -1.535
H 0.667 -0.929 -1.677
H 2.213 -0.563 -0.838
H 2.543 -3.060 0.594
H 2.612 -1.483 1.421
H 1.499 -2.714 2.034
H 1.852 3.087 -1.550
H 2.840 1.722 -0.983
H 1.397 1.424 -1.969
H 1.673 4.223 0.705
H 0.869 3.558 2.158
H 2.501 3.007 1.706
H 0.877 0.925 2.337
O -1.394 -2.121 4.424
N -0.938 -1.161 3.805
O -0.629 -1.363 2.595
*
```

---

C13H23N2S | ωB97M-V/def2-TZVPD

Computed properties:
HOMO level ... -10.64 eV
Kohn-Sham gap ... 8.311 eV
Energy relative to the best compared isomer or geometry (same formula, charge and spin) ... 0.094 eV
SMILES string ... CSc1ccc(CNCCC[NH+](C)C)cc1
E_LUMO ... -0.08577 Eh

The geometry in ORCA input format:
```
! wB97M-V def2-TZVPD RIJCOSX def2/J DEFGRID3
* xyz 1 1
C 5.931 0.088 -0.944
H 5.497 0.187 -1.934
H 6.881 -0.432 -1.011
H 6.075 1.056 -0.472
S 4.881 -0.958 0.101
C 3.388 -0.051 0.263
C 3.112 1.144 -0.392
C 1.893 1.770 -0.206
C 0.932 1.230 0.637
C 1.216 0.036 1.296
C 2.424 -0.597 1.115
H 2.650 -1.515 1.635
H 0.491 -0.382 1.981
C -0.421 1.870 0.793
N -1.349 1.198 -0.131
H -1.078 1.418 -1.088
C -2.776 1.462 0.077
H -3.056 2.472 -0.240
C -3.660 0.424 -0.652
H -4.046 0.853 -1.576
H -4.525 0.214 -0.023
C -2.946 -0.886 -1.029
N -1.911 -1.269 -0.046
C -0.969 -2.254 -0.582
H -0.503 -1.872 -1.488
H -0.187 -2.445 0.150
H -1.475 -3.192 -0.813
C -2.482 -1.729 1.220
H -3.166 -0.986 1.620
H -1.687 -1.898 1.943
H -3.026 -2.664 1.077
H -1.399 -0.215 0.052
H -2.444 -0.759 -1.990
H -3.679 -1.690 -1.140
H -2.952 1.405 1.154
H -0.794 1.721 1.810
H -0.371 2.946 0.597
H 1.696 2.701 -0.718
H 3.837 1.597 -1.047
*
```

---

C13H23NO6 | ωB97M-V/def2-TZVPD

Computed properties:
HOMO level ... -8.50 eV
Kohn-Sham gap ... 9.272 eV
Energy relative to the best compared isomer or geometry (same formula, charge and spin) ... 2.694 eV
SMILES string ... CNC[C@@H](CCCCOC=O)OC=O.O=C1CCCO1
E_LUMO ... 0.02820 Eh

The geometry in ORCA input format:
```
! wB97M-V def2-TZVPD RIJCOSX def2/J DEFGRID3
* xyz 0 1
C 0.990 1.165 0.567
N 1.092 -0.279 0.180
C 0.200 -0.617 -0.983
C -1.197 -1.246 -0.477
C -2.343 -0.904 -1.543
C -3.073 0.505 -1.328
C -3.643 0.772 0.146
C -5.001 -0.001 0.510
O -5.223 -1.237 -0.217
C -5.302 -2.362 0.637
O -5.947 -2.440 1.696
O -1.005 -2.702 -0.487
C -1.965 -3.365 0.308
O -2.069 -3.250 1.553
H 0.823 1.208 1.709
H 1.961 1.720 0.286
H 0.063 1.685 0.109
H 0.820 -0.859 0.996
H 0.773 -1.384 -1.631
H 0.063 0.302 -1.652
H -1.459 -0.956 0.592
H -3.114 -1.742 -1.589
H -1.847 -0.867 -2.585
H -2.402 1.400 -1.615
H -3.974 0.549 -2.049
H -3.898 1.898 0.192
H -2.868 0.612 0.979
H -5.054 -0.094 1.643
H -5.865 0.706 0.213
H -4.753 -3.308 0.274
H -2.680 -4.103 -0.211
O 3.349 2.679 0.913
C 4.431 2.171 0.758
O 5.152 1.601 1.760
C 6.430 1.196 1.254
C 6.241 1.056 -0.238
C 5.198 2.113 -0.535
H 7.166 1.965 1.510
H 6.727 0.255 1.719
H 7.166 1.182 -0.803
H 5.837 0.066 -0.469
H 5.649 3.089 -0.726
H 4.551 1.819 -1.362
*
```

---

C13H24B2Cl3NO | ωB97M-V/def2-TZVPD

Computed properties:
HOMO level ... -9.18 eV
Kohn-Sham gap ... 7.867 eV
E_LUMO ... -0.04816 Eh

The geometry in ORCA input format:
```
! wB97M-V def2-TZVPD RIJCOSX def2/J DEFGRID3
* xyz 0 1
Cl -1.186 0.697 -3.666
B 0.664 0.584 -3.257
Cl 1.725 0.243 -4.763
Cl 1.251 2.266 -2.617
O 0.820 -0.463 -2.272
C 1.573 -0.392 -1.097
C 2.110 -1.804 -0.776
C 3.475 -2.136 -0.667
C 3.885 -3.444 -0.329
C 2.973 -4.493 -0.143
C 1.619 -4.202 -0.381
C 1.206 -2.936 -0.777
H 2.426 0.344 -1.260
H 4.249 -1.402 -0.879
H 4.950 -3.689 -0.266
H 3.301 -5.511 0.069
H 0.901 -5.031 -0.344
H 0.194 -2.815 -1.151
C -1.584 2.043 3.402
C -1.958 2.337 1.965
N -1.378 1.315 0.906
C -1.968 -0.025 1.273
C -1.433 -1.146 0.415
C -1.887 1.705 -0.463
C -1.642 3.172 -0.836
B 0.331 1.167 0.863
H 1.056 0.244 -0.104
H -1.917 2.863 4.057
H -2.074 1.136 3.790
H -0.507 1.956 3.501
H -3.056 2.364 1.847
H -1.585 3.329 1.691
H -1.738 -0.192 2.326
H -3.073 0.064 1.208
H -2.004 -2.049 0.648
H -1.491 -0.957 -0.658
H -0.386 -1.371 0.634
H -1.387 1.053 -1.183
H -2.955 1.457 -0.541
H -1.639 3.238 -1.927
H -2.431 3.825 -0.447
H -0.676 3.552 -0.495
H 0.560 2.346 0.789
H 0.689 0.759 1.917
*
```

---

C13H24Cl12O3 | ωB97M-V/def2-TZVPD

Computed properties:
HOMO level ... 0.35 eV
Kohn-Sham gap ... 3.992 eV
E_LUMO ... 0.15961 Eh

The geometry in ORCA input format:
```
! wB97M-V def2-TZVPD RIJCOSX def2/J DEFGRID3
* xyz -2 1
C -28.611 -2.873 23.331
O -28.439 -3.584 24.375
O -29.289 -1.849 23.270
O -27.776 -3.112 22.432
Cl -30.680 -1.318 27.846
C -30.767 -2.668 26.664
C -31.639 -3.814 27.214
Cl -33.325 -3.376 27.218
H -29.750 -2.926 26.368
H -31.238 -2.275 25.763
H -31.297 -4.217 28.168
H -31.445 -4.676 26.576
Cl -29.547 1.467 23.073
C -31.140 1.200 23.818
C -31.976 0.285 22.942
Cl -33.548 0.068 23.705
H -31.538 2.210 23.922
H -30.935 0.717 24.773
H -31.476 -0.673 22.799
H -32.104 0.751 21.966
Cl -26.008 -3.228 27.016
C -26.947 -1.797 27.541
C -27.517 -0.993 26.279
Cl -26.181 -0.538 25.221
H -26.366 -1.219 28.261
H -27.847 -2.172 28.028
H -28.122 -0.123 26.536
H -28.308 -1.452 25.687
Cl -25.111 -6.221 19.234
C -26.513 -5.160 19.654
C -27.542 -5.850 20.532
Cl -26.823 -6.673 21.934
H -26.995 -4.863 18.722
H -26.149 -4.249 20.127
H -28.181 -6.519 19.956
H -28.261 -5.116 20.894
Cl -33.375 -4.419 23.621
C -31.638 -4.476 23.007
C -31.577 -3.748 21.654
Cl -32.650 -4.474 20.412
H -31.348 -5.522 22.912
H -31.057 -4.015 23.807
H -30.570 -3.699 21.240
H -31.939 -2.723 21.734
Cl -26.474 -7.035 25.547
C -28.228 -6.774 25.845
C -28.995 -7.078 24.583
Cl -30.770 -7.291 24.945
H -28.416 -5.762 26.205
H -28.593 -7.440 26.627
H -28.772 -8.046 24.134
H -28.921 -6.362 23.764
*
```

---

C13H24ClN4OSi2 | ωB97M-V/def2-TZVPD

Computed properties:
HOMO level ... -11.69 eV
Kohn-Sham gap ... 6.931 eV
E_LUMO ... -0.17484 Eh

The geometry in ORCA input format:
```
! wB97M-V def2-TZVPD RIJCOSX def2/J DEFGRID3
* xyz 1 1
Cl 8.646 0.883 -3.505
C 7.004 1.643 -3.413
N 6.681 3.046 -3.461
N 5.324 3.207 -3.366
C 4.768 1.871 -3.243
C 3.211 1.477 -3.063
C 2.848 0.066 -3.488
C 1.385 -0.419 -3.347
C 0.484 0.709 -2.797
C 1.092 2.073 -2.482
N 2.429 2.552 -2.557
N 5.784 0.853 -3.260
H 4.776 4.092 -3.359
H 3.649 -0.650 -3.877
H 1.055 -1.464 -3.650
H -0.630 0.519 -2.629
H 0.341 2.872 -2.112
H 5.624 -0.161 -3.194
O -2.228 -1.396 1.532
Si -3.853 -1.421 1.920
C -4.628 0.261 1.600
C -4.085 -1.852 3.733
C -4.772 -2.692 0.894
Si -0.837 -0.591 1.976
C 0.643 -1.198 0.994
C -0.477 -0.860 3.799
C -1.024 1.255 1.669
H -4.202 1.017 2.264
H -5.706 0.225 1.774
H -4.457 0.573 0.567
H -3.586 -2.795 3.970
H -5.146 -1.955 3.969
H -3.668 -1.071 4.373
H -4.376 -3.695 1.069
H -4.688 -2.468 -0.173
H -5.834 -2.695 1.158
H 0.806 -2.266 1.162
H 1.547 -0.661 1.295
H 0.490 -1.037 -0.077
H -1.260 -0.415 4.418
H 0.476 -0.401 4.074
H -0.422 -1.927 4.026
H -1.798 1.677 2.313
H -1.302 1.443 0.628
H -0.085 1.775 1.876
*
```

---

C13H24GaNO2S2Se2Si | ωB97M-V/def2-TZVPD

Computed properties:
HOMO level ... -7.97 eV
Kohn-Sham gap ... 8.151 eV
Energy relative to the best compared isomer or geometry (same formula, charge and spin) ... 0.312 eV
E_LUMO ... 0.00661 Eh

The geometry in ORCA input format:
```
! wB97M-V def2-TZVPD RIJCOSX def2/J DEFGRID3
* xyz 0 1
Ga 0.715 -0.561 -1.430
O -4.342 -2.585 -3.224
C -3.055 -2.819 -3.795
C -2.001 -1.956 -3.077
C -2.358 -0.476 -3.256
O -3.484 -0.051 -2.516
C -1.996 -2.412 -1.613
Se -1.036 -1.392 -0.227
C -0.693 -2.299 -3.813
Se 0.885 -1.127 -3.651
H -4.998 -3.101 -3.700
H -3.063 -2.552 -4.857
H -2.786 -3.877 -3.704
H -2.486 -0.277 -4.330
H -1.524 0.140 -2.925
H -4.191 -0.693 -2.664
H -1.643 -3.443 -1.566
H -3.016 -2.399 -1.238
H -0.875 -2.299 -4.888
H -0.382 -3.306 -3.538
C 3.639 4.393 -0.374
Si 3.627 2.862 0.699
C 5.348 2.156 0.869
C 2.865 3.210 2.364
C 2.581 1.587 -0.152
C 1.868 0.751 -0.669
H 4.253 5.172 0.084
H 2.631 4.793 -0.499
H 4.044 4.180 -1.364
H 6.007 2.872 1.365
H 5.776 1.917 -0.106
H 5.333 1.241 1.465
H 3.447 3.960 2.904
H 2.824 2.302 2.968
H 1.840 3.572 2.263
S -0.301 0.897 2.795
C -1.296 1.526 1.647
N -0.908 2.228 0.568
C -1.888 2.408 -0.490
C -3.250 2.405 0.197
S -3.037 1.343 1.656
H 0.086 2.260 0.382
H -1.840 1.581 -1.203
H -1.710 3.346 -1.017
H -4.010 1.980 -0.455
H -3.549 3.403 0.514
*
```

---

C13H24N6 | ωB97M-V/def2-TZVPD

Computed properties:
HOMO level ... -8.14 eV
Kohn-Sham gap ... 8.892 eV
Energy relative to the best compared isomer or geometry (same formula, charge and spin) ... 0.000 eV
SMILES string ... CNC1CN(c2cc(NCC(C)(C)C)nc(N)n2)C1
E_LUMO ... 0.02771 Eh

The geometry in ORCA input format:
```
! wB97M-V def2-TZVPD RIJCOSX def2/J DEFGRID3
* xyz 0 1
N 1.398 -1.604 -1.238
N 1.678 0.723 -1.249
C 2.026 -0.490 -1.430
C 0.248 -1.442 -0.612
C 0.523 0.853 -0.615
C -0.214 -0.204 -0.259
N 3.175 -0.595 -2.062
N -0.509 -2.556 -0.306
N 0.167 2.139 -0.342
N 1.203 -5.192 0.002
C 1.753 -5.796 1.235
C -0.011 4.835 0.895
C -1.812 4.465 -0.936
C -2.373 4.242 1.574
C -0.155 -3.266 0.917
C -0.496 -3.768 -1.122
C -1.006 2.519 0.417
C -0.094 -4.558 0.102
C -1.308 4.026 0.485
H -1.120 -0.152 0.316
H 3.477 0.283 -2.441
H 3.072 -1.381 -2.726
H 0.726 2.880 -0.760
H 1.883 -4.585 -0.492
H 2.664 -6.337 0.964
H 1.973 -5.043 1.956
H 0.983 -6.464 1.676
H 0.432 4.447 1.809
H 0.708 4.846 0.091
H -0.242 5.886 1.073
H -1.579 5.520 -1.140
H -1.372 3.822 -1.727
H -2.904 4.316 -1.012
H -2.699 5.270 1.569
H -3.264 3.604 1.365
H -1.951 3.966 2.545
H 0.786 -2.963 1.389
H -0.967 -3.303 1.675
H -1.468 -4.102 -1.490
H 0.211 -3.802 -1.950
H -0.765 2.209 1.429
H -1.880 1.986 0.057
H -0.901 -5.234 0.366
*
```